No. 1
# C2H11NO4

4 unconnected molecules or ions with the total composition C2H11NO4 (wB97M-V/def2-TZVPD, the OMol25 dataset).

Last column: natural (NBO) charge in e.
Positions of all 18 atoms, in Å:
C (0.816, -1.205, 0.183)  0.535
N (1.461, -0.187, 0.882)  -0.635
C (2.528, -0.538, 1.779)  -0.427
O (0.209, -1.246, -0.920)  -0.626
H (0.636, -2.088, 0.825)  0.127
H (1.363, 0.810, 0.915)  0.423
H (3.461, -0.621, 1.184)  0.201
H (2.503, 0.188, 2.629)  0.213
H (2.555, -1.579, 2.172)  0.211
H (-2.667, 0.800, -0.420)  0.496
H (-2.834, 2.012, 0.524)  0.470
O (-2.332, 1.692, -0.259)  -0.979
H (-1.418, -1.076, -0.393)  0.480
H (-2.559, -1.538, -1.292)  0.477
O (-2.314, -1.219, -0.433)  -0.965
H (-1.135, 2.393, -2.576)  0.476
H (-0.121, 1.369, -2.055)  0.471
O (-0.151, 2.033, -2.747)  -0.949

Summary:
ΔE to the lowest compared entry with this formula, charge and spin = 53.0 kcal per mole
Lowest unoccupied orbital energy = 0.565 eV
Structure (SMILES) = CNC=O.O.O.O
HOMO = -10.32 eV
Frontier orbital gap = 0.40016 hartree
Maximum force = 4.57 eV Å⁻¹
E = -438.4731 Eh

No. 2
# C20H25N3O3

C20H25N3O3 in the gas phase (wB97M-V/def2-TZVPD, the OMol25 dataset).

Last column: natural (NBO) charge in e.
Positions of all 51 atoms, in Å:
C (-6.939, -1.680, 0.545)  -0.526
C (-6.058, -0.416, 0.186)  -0.097
H (-6.236, 0.439, 0.935)  0.212
H (-6.425, -0.003, -0.806)  0.185
O (-4.797, -0.910, 0.029)  -0.439
C (-4.035, 0.179, 0.007)  0.500
N (-4.522, 1.371, -0.082)  -0.529
C (-3.586, 2.499, -0.595)  0.300
N (-2.310, 2.424, -0.621)  -0.398
C (-1.734, 1.123, -0.333)  0.081
C (-2.655, 0.254, -0.055)  0.221
O (-1.980, -0.989, 0.003)  -0.463
C (-0.556, -0.904, -0.137)  0.566
N (0.433, -1.491, 0.130)  -0.481
C (1.636, -1.121, -0.170)  0.276
C (1.829, 0.219, -0.181)  -0.104
C (0.886, 0.989, -0.398)  0.085
C (-0.476, 0.603, -0.213)  -0.163
C (1.297, 2.679, -0.793)  -0.340
H (1.530, 2.699, -1.639)  0.158
H (0.267, 3.201, -0.716)  0.230
C (2.186, 3.127, 0.392)  0.211
C (1.701, 3.356, 1.689)  -0.651
H (2.437, 3.540, 2.506)  0.248
H (0.975, 4.216, 1.376)  0.241
H (1.306, 2.351, 1.962)  0.235
C (2.942, 4.148, -0.275)  -0.594
H (3.443, 4.332, -1.270)  0.253
H (2.093, 5.067, -0.265)  0.155
H (3.725, 4.631, 0.499)  0.210
O (3.358, 2.169, 0.315)  -0.593
C (3.227, 0.861, -0.540)  -0.072
H (4.082, 0.281, -0.012)  0.202
H (3.449, 0.984, -1.496)  0.174
C (2.740, -2.152, 0.118)  -0.429
H (3.524, -1.745, -0.668)  0.221
H (3.324, -1.834, 0.872)  0.216
C (2.326, -3.531, 0.425)  -0.208
C (1.817, -3.960, -1.195)  -0.509
H (1.398, -4.914, -1.079)  0.187
H (1.073, -3.472, -1.366)  0.180
H (2.490, -3.844, -1.713)  0.152
C (3.387, -4.472, 0.657)  -0.598
H (3.129, -5.613, 0.688)  0.226
H (4.224, -4.283, -0.127)  0.200
H (3.973, -4.203, 1.609)  0.198
H (1.584, -3.742, 0.911)  0.200
H (-3.867, 3.309, -0.590)  0.129
H (-6.672, -2.006, 1.317)  0.148
H (-8.185, -1.397, 0.522)  0.189
H (-6.758, -2.367, -0.361)  0.204

Summary:
ΔE to the lowest compared entry with this formula, charge and spin = 495.4 kcal per mole
Lowest unoccupied orbital energy = -0.267 eV
Structure (SMILES) = CCOc1ncnc2c1oc1nc(CC(C)C)c3c(c12)CC(C)(C)OC3
HOMO = -8.54 eV
Frontier orbital gap = 0.30396 hartree
Maximum force = 18.62 eV Å⁻¹
E = -1166.4055 Eh

No. 3
# C12H9F9I2O5SYYb

A molecular structure, C12H9F9I2O5SYYb (wB97M-V/def2-TZVPD, the OMol25 dataset).

Last column: natural (NBO) charge in e.
Positions of all 40 atoms, in Å:
I (-1.426, -4.529, -2.032)  0.445
I (-1.099, -4.228, 0.507)  0.499
Yb (-1.854, -0.452, 1.089)  1.398
Y (0.215, 0.310, -1.966)  1.977
S (0.854, -1.810, -0.680)  -0.546
C (1.873, 1.269, -0.381)  0.431
C (-0.309, 2.603, -1.553)  0.384
C (2.485, -2.601, -0.036)  0.034
C (2.380, -4.119, 0.067)  -0.674
C (2.758, -2.033, 1.352)  -0.638
C (3.518, -2.195, -1.076)  -0.634
C (-0.695, 1.771, 1.415)  0.420
C (-0.355, -0.198, 3.211)  0.447
O (-0.223, 3.673, -1.157)  -0.256
O (2.240, 2.107, 0.327)  -0.289
O (-0.473, 2.808, 1.855)  -0.300
O (0.451, 0.003, 4.013)  -0.291
H (3.323, -4.631, -0.185)  0.296
H (1.638, -4.591, -0.578)  0.210
H (2.126, -4.446, 1.084)  0.235
H (3.744, -2.343, 1.726)  0.292
H (1.997, -2.367, 2.069)  0.208
H (2.733, -0.947, 1.305)  0.192
H (4.523, -2.563, -0.853)  0.290
H (3.506, -1.112, -1.161)  0.188
H (3.192, -2.640, -2.023)  0.229
F (-1.867, 0.375, -3.622)  -0.332
C (-3.023, 0.026, -2.893)  0.989
F (-4.098, 0.499, -3.553)  -0.226
F (-3.023, -1.332, -2.861)  -0.277
C (-2.945, 0.623, -1.486)  -0.012
O (-1.667, 0.343, -0.930)  -0.976
C (-3.299, 2.096, -1.542)  0.961
F (-4.597, 2.305, -1.795)  -0.235
F (-2.961, 2.720, -0.383)  -0.291
F (-2.587, 2.720, -2.548)  -0.294
C (-3.974, 0.039, -0.508)  0.970
F (-5.246, 0.153, -0.844)  -0.200
F (-3.671, -1.294, -0.245)  -0.309
F (-3.865, 0.627, 0.771)  -0.315

Summary:
Lowest unoccupied orbital energy (alpha / beta) = -14.604 / -16.532 eV
Total charge = +4
Expectation value of S² = 0.76
HOMO (alpha / beta) = -21.98 / -21.75 eV
Multiplicity = 2
Frontier orbital gap (alpha / beta) = 0.27126 / 0.19188 hartree
Maximum force = 5.95 eV Å⁻¹
E = -3926.6864 Eh

No. 4
# C3H13NO3

3 unconnected molecules or ions with the total composition C3H13NO3 (wB97M-V/def2-TZVPD, the OMol25 dataset).

Last column: natural (NBO) charge in e.
Positions of all 20 atoms, in Å:
C (-0.071, 0.588, -0.136)  -0.088
O (0.944, -0.480, -0.030)  -0.777
C (-1.371, -0.068, -0.558)  -0.070
C (-2.564, 0.903, -0.913)  -0.631
N (-1.727, -0.973, 0.565)  -0.872
H (0.399, 1.266, -0.839)  0.203
H (-0.032, 1.084, 0.812)  0.164
H (0.509, -1.261, 0.389)  0.491
H (-1.152, -0.692, -1.473)  0.205
H (-3.171, 1.096, -0.044)  0.213
H (-2.093, 1.737, -1.469)  0.215
H (-3.164, 0.410, -1.676)  0.213
H (-2.439, -1.631, 0.233)  0.371
H (-2.003, -0.487, 1.418)  0.367
H (1.832, 1.120, 1.053)  0.473
H (3.288, 1.068, 1.635)  0.475
O (2.683, 1.538, 1.064)  -0.951
H (2.770, -1.403, 0.505)  0.502
H (3.782, -1.910, -0.734)  0.482
O (3.579, -1.907, 0.198)  -0.987

Summary:
ΔE to the lowest compared entry with this formula, charge and spin = 24.8 kcal per mole
Lowest unoccupied orbital energy = 0.736 eV
Structure (SMILES) = C[C@H](N)CO.O.O
HOMO = -9.92 eV
Frontier orbital gap = 0.39167 hartree
Maximum force = 2.54 eV Å⁻¹
E = -402.5410 Eh